No. 1
30
Properties=species:S:1:pos:R:3:lowdin_charge:R:1 method="wB97M-V/def2-TZVPD" total_charge=+1 total_energy_ev=-103732.465 fmax_ev_per_a=1.0
S -0.84359 1.67360 0.92957 0.5112
P -1.21106 -0.05893 -0.05110 0.1475
Br 0.01649 -0.14081 -1.77662 0.4772
H -1.80236 1.44525 1.89454 -0.1267
H -2.54172 -0.18501 -0.47394 -0.0108
H -0.92548 -1.20068 0.70841 -0.0109
C -2.49910 2.20485 4.55802 -0.2899
O -2.41601 1.45813 3.57875 -0.0859
N -1.49176 2.98755 4.97496 -0.1780
C -1.62303 3.96534 6.03557 -0.0316
C -0.25273 2.83193 4.22726 -0.0268
H -3.41735 2.29077 5.14988 0.1482
H -1.43815 4.97048 5.65514 0.0973
H -0.92342 3.76145 6.84652 0.0978
H -2.63590 3.92502 6.43267 0.0919
H -0.61362 2.77871 3.21088 0.0059
H 0.18248 1.85008 4.42866 0.1072
H 0.46998 3.61292 4.43443 0.1037
C 0.87078 -3.97997 -4.49152 -0.3617
O 0.70269 -5.16058 -4.68618 0.0369
N 1.88590 -3.24632 -5.00477 -0.1995
C 2.02317 -1.83982 -4.71624 -0.0737
C 2.85395 -3.91030 -5.86408 -0.0332
H 0.18987 -3.38000 -3.85838 0.1218
H 1.97170 -1.22987 -5.62057 0.0949
H 2.96497 -1.62507 -4.20506 0.0930
H 1.19514 -1.55922 -4.06206 0.0149
H 2.36266 -4.33667 -6.73856 0.0964
H 3.35033 -4.72062 -5.33014 0.0954
H 3.59516 -3.18218 -6.18607 0.0873

---

No. 2
17
Properties=species:S:1:pos:R:3:lowdin_charge:R:1 method="wB97M-V/def2-TZVPD" total_charge=+1 smiles="NC(=S)[C@@H]1C=[NH+]CC1" total_energy_ev=-19137.856 fmax_ev_per_a=6.5
N -1.79039 1.64421 0.87335 0.1253
C -0.95529 0.89109 1.59858 -0.8094
S -1.03733 0.49210 3.15002 0.7721
C 0.31700 0.01284 0.70037 -0.1549
C 0.91061 0.45472 -0.52427 0.0366
N 0.56401 -0.21229 -1.61566 0.1185
C -0.38331 -1.30926 -1.33060 -0.0983
C -0.56914 -1.24839 0.18739 -0.0823
H -1.69005 1.69672 -0.02465 0.0295
H -2.67367 1.94903 1.28098 0.1401
H 0.97419 -0.24729 1.50453 0.1158
H 1.53100 1.28394 -0.44206 0.1394
H 1.01718 -0.21539 -2.54122 0.1938
H 0.13140 -2.17566 -1.61885 0.1124
H -1.31306 -1.06802 -1.96908 0.1695
H -0.25982 -2.10189 0.69374 0.1047
H -1.58268 -1.05091 0.34101 0.0873

---

No. 3
81
Properties=species:S:1:pos:R:3:lowdin_charge:R:1 method="wB97M-V/def2-TZVPD" s_squared=2.003 total_charge=+3 spin_multiplicity=3 total_energy_ev=-97822.476 fmax_ev_per_a=3.5
Tm 0.64632 -0.11556 0.74739 0.8366
P 2.75445 1.12631 2.02401 0.7111
P -0.15596 2.05004 -0.75808 0.6946
P 2.42327 -0.51252 -1.32040 0.7006
H -0.94034 -2.41348 0.58835 0.0775
C 0.13065 -2.41482 0.35396 -0.1282
C 1.10293 -2.39799 1.34785 -0.1179
H 0.85083 -2.38721 2.41154 0.0864
C 2.48070 1.52552 3.78349 -0.2534
C 3.46034 2.70372 1.40770 -0.2294
C 4.20735 0.00069 2.12990 -0.2345
C -1.49796 1.49115 -1.88324 -0.2293
C -0.91117 3.36921 0.26261 -0.2337
C 0.99563 2.99415 -1.82707 -0.2350
C 3.29167 -2.11844 -1.20735 -0.2370
C 3.79585 0.61792 -1.72698 -0.2286
C 1.48746 -0.69781 -2.88989 -0.2510
H 0.33152 -2.68426 -0.68734 0.0854
H 2.14050 -2.68794 1.17666 0.0849
H 2.07934 0.64355 4.29654 0.0373
H 1.75754 2.34728 3.85404 0.0559
H 3.41437 1.82938 4.27332 0.0816
H 2.67924 3.47640 1.42627 0.0524
H 3.82995 2.59967 0.37932 0.0358
H 4.28730 3.02344 2.05693 0.0807
H 3.88932 -0.94539 2.59419 0.0550
H 4.97955 0.46721 2.75916 0.0795
H 4.62532 -0.21521 1.13518 0.0307
H -1.92876 2.34222 -2.42702 0.0790
H -2.28247 1.00981 -1.27982 0.0497
H -1.11438 0.75651 -2.60722 0.0406
H -1.30846 4.17296 -0.37047 0.0798
H -0.14607 3.78667 0.93330 0.0540
H -1.72146 2.94855 0.87258 0.0186
H 0.46583 3.83347 -2.29637 0.0797
H 1.42161 2.35561 -2.61367 0.0362
H 1.81257 3.39332 -1.20618 0.0463
H 3.85895 -2.26487 -2.13684 0.0803
H 2.56518 -2.92832 -1.07467 0.0468
H 3.97887 -2.11131 -0.35017 0.0538
H 4.25763 0.24929 -2.65328 0.0808
H 4.54184 0.61610 -0.92191 0.0447
H 3.42826 1.64014 -1.87347 0.0323
H 2.18312 -1.09737 -3.64304 0.0785
H 1.07628 0.26238 -3.23184 0.0362
H 0.65401 -1.40439 -2.75411 0.0497
C -1.68745 -0.83290 -6.43970 -0.3292
C -2.81524 -1.34286 -7.12881 -0.0103
C -3.02313 -2.72587 -7.13852 -0.0651
C -2.11944 -3.58783 -6.49619 -0.0871
C -0.99178 -3.06839 -5.84109 -0.0940
C -0.76567 -1.68798 -5.82717 -0.0539
O -1.45437 0.50230 -6.28897 0.0238
H -2.13308 1.00076 -6.78115 0.1177
H -3.50172 -0.65616 -7.62338 0.1184
H -3.89253 -3.13516 -7.64791 0.1149
H -2.29423 -4.66462 -6.50949 0.1074
H -0.28491 -3.72272 -5.34122 0.0944
H 0.10574 -1.24528 -5.34485 0.0824
C -2.19718 -1.02466 5.38119 -0.1344
N -1.72783 0.36690 5.16939 -0.1361
C -2.86093 1.26726 4.84355 -0.1305
N -3.68090 0.76237 3.71666 -0.1374
C -4.10372 -0.63451 3.97096 -0.1352
N -2.95852 -1.53699 4.22366 -0.1336
C -2.12970 -1.73890 3.03145 -0.2998
P -1.41559 -0.09081 2.49314 0.9047
C -0.69335 0.41862 4.14909 -0.3276
C -3.00759 0.88180 2.42724 -0.2973
H -2.86809 -1.03081 6.25236 0.1487
H -1.32499 -1.66457 5.56162 0.1369
H -2.46426 2.26198 4.59616 0.1382
H -3.50719 1.33476 5.72959 0.1480
H -4.65899 -0.99426 3.09741 0.1387
H -4.73537 -0.63721 4.87102 0.1489
H -1.31625 -2.45023 3.23725 0.0914
H -2.74139 -2.17303 2.22754 0.1057
H -0.28646 1.43960 4.09594 0.0822
H 0.12995 -0.25772 4.43060 0.0879
H -3.66537 0.49506 1.63290 0.1115
H -2.80700 1.93631 2.19583 0.0748

---

No. 4
69
Properties=species:S:1:pos:R:3:lowdin_charge:R:1 method="wB97M-V/def2-TZVPD" s_squared=2.016 total_charge=+1 spin_multiplicity=3 total_energy_ev=-146999.161 fmax_ev_per_a=2.0
Ti -0.13971 0.25750 -0.32080 0.9831
C 1.21873 -0.12305 -4.46264 0.0350
C 0.78447 -0.30548 -3.05582 -0.2005
N 0.41111 0.64954 -2.28650 -0.0571
O 0.42931 1.91854 -2.77087 0.0170
B -0.97152 2.53703 -2.75646 -1.0804
F -1.83637 1.66568 -3.39429 0.1800
F -0.84932 3.77168 -3.31070 0.2062
O -1.43983 2.73049 -1.32342 0.0408
N -1.71169 1.52803 -0.73545 -0.0521
C -2.93065 1.14352 -0.64907 -0.1892
C -4.10944 1.94067 -1.06746 0.0359
C -3.05045 -0.23593 -0.09677 -0.1859
N -1.90960 -0.79455 0.08337 -0.0326
O -1.89301 -2.04483 0.61345 0.0475
B -1.22796 -3.04308 -0.30754 -1.0836
F -1.80360 -2.95702 -1.56364 0.1766
F -1.30000 -4.25803 0.29554 0.2090
O 0.26184 -2.69884 -0.42457 0.0272
N 0.42865 -1.55318 -1.14339 -0.0905
C 0.72948 -1.64040 -2.38308 -0.2137
C 1.00650 -2.92743 -3.07399 0.0435
C -4.36509 -0.88121 0.14719 0.0328
H 1.00604 0.88678 -4.79446 0.0962
H 0.70353 -0.83283 -5.10964 0.0994
H 2.29176 -0.31154 -4.55150 0.1113
H -3.80038 2.80240 -1.64757 0.0963
H -4.65787 2.27723 -0.18346 0.1095
H -4.78485 1.32452 -1.66152 0.1054
H 0.32010 -3.69110 -2.71898 0.1008
H 2.02065 -3.26315 -2.84399 0.0990
H 0.91563 -2.82378 -4.15206 0.0899
H -4.98778 -0.25042 0.78419 0.1029
H -4.23380 -1.85414 0.60575 0.0950
H -4.88607 -1.00745 -0.80472 0.1102
N 1.84114 3.52580 -0.84580 0.2174
C 0.92045 3.44031 0.11450 -0.4168
N 0.42514 4.58445 0.57183 0.2036
C -0.45110 4.46770 1.55612 -0.4125
N -1.13249 5.54482 1.93992 0.2033
N -0.69140 3.32078 2.25327 0.2030
C -0.14171 2.26490 1.74023 -0.2954
N 0.60843 2.19485 0.60647 0.0345
C -0.22076 0.98186 2.51188 -0.1848
C -0.42450 0.97839 3.87006 0.0228
C -0.32303 -0.23015 4.55123 -0.0092
C -0.01662 -1.37539 3.84582 -0.0039
C 0.15858 -1.29799 2.47387 -0.0797
N 0.05842 -0.13939 1.81640 0.0108
H 1.93844 4.42680 -1.28618 0.1345
H 2.04403 2.72005 -1.41014 0.0788
H -0.99555 6.41415 1.45453 0.1230
H -1.75944 5.48635 2.72185 0.1177
H -0.64354 1.90998 4.37090 0.1225
H -0.46620 -0.26429 5.62344 0.1236
H 0.08634 -2.33337 4.33576 0.1256
H 0.38695 -2.17030 1.87788 0.1227
Se 2.77772 0.14189 0.12785 1.0097
C 3.28008 -1.53282 0.85377 -0.6208
C 3.50873 -1.63971 2.22082 -0.1350
C 3.81794 -2.88317 2.75715 -0.0653
C 3.93073 -3.99344 1.93115 -0.0549
C 3.73855 -3.86707 0.56133 -0.0521
C 3.39970 -2.63773 0.01704 -0.1235
H 3.45788 -0.76684 2.85986 0.1056
H 3.98581 -2.97812 3.82246 0.1122
H 4.17887 -4.95802 2.35348 0.1135
H 3.84129 -4.72924 -0.08464 0.1155
H 3.24233 -2.54218 -1.04920 0.0889

---

No. 5
8
Properties=species:S:1:pos:R:3:lowdin_charge:R:1 method="wB97M-V/def2-TZVPD" s_squared=0.755 spin_multiplicity=2 total_energy_ev=-10966.518 fmax_ev_per_a=4.2
O -0.46620 -1.69108 -0.50763 -0.1217
C -1.03872 -0.64785 -0.60019 -0.2796
C -1.04731 0.65241 -0.23673 -0.0137
O 1.46644 -0.04094 0.83793 -1.1680
Li 2.29649 1.32805 0.24016 0.6215
Cd 1.52900 -1.88761 0.64156 0.8368
H -1.57131 0.92286 0.68430 0.0704
H -1.16839 1.36415 -1.05941 0.0543

---

No. 6
97
Properties=species:S:1:pos:R:3:lowdin_charge:R:1 method="wB97M-V/def2-TZVPD" total_charge=+2 total_energy_ev=-60437.990 fmax_ev_per_a=0.6
Sn 0.60223 1.01852 0.44545 1.4335
C 2.27992 -5.38243 2.70652 -0.0605
C 3.06469 -4.10391 2.37715 -0.1713
C 2.45276 -3.34353 1.24506 -0.0959
C 2.91528 -3.27872 -0.03630 -0.0917
C 4.11152 -3.93304 -0.64452 -0.1670
C 3.77664 -5.34077 -1.16468 -0.0552
C 1.94307 -2.48352 -0.75246 -0.1496
N 0.99661 -1.99448 0.17517 0.0814
C 1.22820 -2.53086 1.38952 -0.1115
C 0.60434 -2.26842 2.60641 0.0650
C -0.14345 -1.16392 2.98486 -0.1724
C -0.60055 -0.99134 4.38184 -0.1051
C -0.49872 -2.03332 5.44969 -0.1758
C 0.83434 -1.95802 6.20862 -0.0631
C -1.08579 0.25710 4.47972 -0.1052
C -1.02649 0.83810 3.12062 -0.2049
C -1.63716 2.02116 2.78396 0.0600
C -2.05938 2.29851 1.45706 -0.1971
N -1.58935 1.60181 0.43905 -0.0540
C -2.53913 1.67606 -0.57634 -0.1570
C -2.60559 0.67909 -1.48190 0.0883
C -1.71640 -0.46440 -1.38079 -0.1588
N -0.46603 -0.40172 -1.01872 0.0102
C 0.04083 -1.74609 -0.96722 -0.3206
C 1.24056 -2.14577 -1.84622 0.1681
C -1.14860 -2.64878 -1.17984 -0.0666
C -2.17169 -1.85729 -1.54582 -0.0944
C -3.57151 -2.25936 -1.89155 -0.1709
C -4.46533 -2.29585 -0.64397 -0.0638
C -1.11395 -4.13735 -1.06118 -0.1509
C -0.62633 -4.84768 -2.33406 -0.0568
C -3.54054 2.71176 -0.20985 -0.0684
C -3.23644 3.08494 1.05241 -0.1118
C -3.94627 4.06644 1.92709 -0.1762
C -5.07468 3.41678 2.74103 -0.0669
C -4.66977 3.27772 -1.02310 -0.1646
C -5.04677 2.55805 -2.31532 -0.0900
N -0.42392 -0.05462 2.25230 -0.0204
C -1.55105 0.98769 5.69566 -0.1690
C -0.49074 1.99222 6.17415 -0.0643
H 2.75468 -5.91194 3.53105 0.0859
H 2.25360 -6.04978 1.84453 0.0755
H 1.24951 -5.16296 2.99081 0.0710
H 4.08633 -4.37368 2.11042 0.1130
H 3.11669 -3.46162 3.25985 0.1154
H 4.90666 -4.00244 0.09837 0.1136
H 4.47710 -3.31498 -1.46545 0.1202
H 3.61632 -6.03148 -0.33685 0.0747
H 4.59778 -5.72194 -1.76975 0.0856
H 2.87664 -5.32973 -1.78151 0.0718
H 0.86443 -2.94326 3.40962 0.0982
H -0.62025 -3.02553 5.01051 0.1133
H -1.31888 -1.90015 6.15521 0.1166
H 1.68536 -2.03435 5.52848 0.0693
H 0.90350 -2.76840 6.93327 0.0835
H 0.91872 -1.01278 6.74490 0.0734
H -2.03762 2.62576 3.58594 0.1150
H -3.43563 0.60535 -2.16649 0.1007
H 1.36422 -2.20982 -2.91446 0.1345
H -3.55666 -3.24274 -2.36192 0.1177
H -3.99027 -1.56425 -2.62148 0.1147
H -4.06463 -2.99166 0.09451 0.0787
H -5.47031 -2.62254 -0.90697 0.0845
H -4.53487 -1.31046 -0.17912 0.0735
H -2.12242 -4.48161 -0.82911 0.1186
H -0.47093 -4.41390 -0.22013 0.1180
H -1.28690 -4.63536 -3.17515 0.0852
H -0.60876 -5.92474 -2.17445 0.0866
H 0.38052 -4.53066 -2.60376 0.0544
H -4.35874 4.86334 1.30730 0.1190
H -3.22821 4.52846 2.60802 0.1172
H -5.82336 2.97042 2.08617 0.0768
H -5.56864 4.16350 3.36076 0.0837
H -4.68791 2.63339 3.39520 0.0701
H -4.39778 4.31011 -1.26623 0.1339
H -5.54850 3.34784 -0.37882 0.1193
H -4.20429 2.50357 -3.00590 0.0791
H -5.84105 3.10958 -2.81436 0.0858
H -5.42162 1.55188 -2.11917 0.0774
H -1.75692 0.27185 6.49097 0.1145
H -2.48425 1.51388 5.48332 0.1129
H 0.45084 1.48369 6.38328 0.0745
H -0.82130 2.48971 7.08458 0.0843
H -0.29762 2.75536 5.41853 0.0732
N 6.29320 -0.10798 2.09637 0.1485
N 5.29923 -0.04266 1.16125 -0.2867
N 5.54535 0.26339 -0.08605 0.1410
C 4.31262 0.31847 -0.58208 -0.2058
N 3.38538 0.05384 0.34400 -0.0849
N 4.04214 -0.18353 1.46791 0.0722
H 7.17132 -0.38609 1.68460 0.1120
H 5.99730 -0.60854 2.91970 0.1045
H 4.09808 0.55678 -1.61004 0.1129
O 1.19851 3.80512 -0.05694 -0.1592
H 2.07227 4.20914 -0.08428 0.0544
H 0.58548 4.52046 -0.25736 0.0517